{
  "formula": "C4H5FN2",
  "method": "ωB97M-V/def2-TZVPD",
  "species": ["C", "C", "C", "C", "N", "N", "F", "H", "H", "H", "H", "H"],
  "xyz": [[1.54557, -1.41929, -0.19410], [0.26764, -0.58439, -0.14280], [1.18691, 0.51589, 0.39987], [-1.91533, 0.38902, -0.11527], [2.26022, -0.41942, 0.23157], [-0.99848, -0.65353, -0.35326], [1.29190, 1.68317, -0.32028], [1.84620, -2.50350, -0.34973], [0.97725, 0.84925, 1.38628], [-1.82636, 1.01153, -1.07908], [-1.59604, 0.99903, 0.71438], [-3.03949, 0.13226, -0.17757]],
  "lowdin_charge": [0.002, -0.215, -0.333, -0.148, 0.111, 0.015, 0.017, 0.133, 0.138, 0.112, 0.068, 0.101],
  "smiles": "C/N=C1/C=N[C@H]1F",
  "homo_energy_ha": -0.35535,
  "gap_ev": 9.8,
  "relative_energy_kcal_mol": 70.3,
  "e_lumo_ev": 0.1,
  "total_charge": 0
}


{
  "formula": "C8H26N2O4",
  "method": "ωB97M-V/def2-TZVPD",
  "species": ["O", "H", "H", "O", "H", "H", "C", "C", "C", "O", "C", "N", "H", "H", "H", "H", "H", "H", "H", "H", "H", "H", "H", "C", "C", "C", "O", "C", "N", "H", "H", "H", "H", "H", "H", "H", "H", "H", "H", "H"],
  "xyz": [[-2.40133, 2.24352, -3.26941], [-2.52425, 2.30401, -4.21676], [-3.14667, 2.71705, -2.89999], [-0.39293, 1.39414, -1.67650], [-0.20615, 0.46969, -1.83996], [-1.23490, 1.54828, -2.10494], [-0.85872, 2.92163, 1.77670], [0.18599, 1.88749, 2.28391], [-0.26623, 0.99139, 3.46039], [0.83084, 0.19235, 3.89046], [0.63942, -0.64888, 4.99968], [0.45422, 1.14411, 1.12271], [-0.50044, 3.51820, 0.93775], [-0.97763, 3.64482, 2.58352], [-1.87713, 2.59011, 1.57418], [1.05057, 2.41128, 2.69164], [-1.13472, 0.36547, 3.25537], [-0.53325, 1.56641, 4.34704], [-0.24084, -0.29057, 5.53341], [1.51401, -0.58968, 5.64752], [0.35255, -1.64908, 4.67504], [0.84354, 1.77237, 0.43437], [-0.37760, 0.93504, 0.58936], [2.33824, -1.14267, -1.62634], [1.10908, -1.74808, -1.03612], [0.03904, -2.31620, -1.99592], [-0.48729, -1.30114, -2.80860], [-1.38469, -1.68062, -3.91230], [1.53278, -2.73017, -0.11424], [2.82371, -0.48169, -0.90834], [2.05434, -0.57694, -2.51372], [3.07694, -1.79924, -2.08606], [0.57029, -1.03960, -0.40695], [-0.72817, -2.95382, -1.55670], [0.54086, -3.09199, -2.57422], [-1.21490, -0.90557, -4.65968], [-2.44419, -1.82295, -3.69948], [-1.03202, -2.60052, -4.37867], [1.50693, -2.32536, 0.81073], [2.50079, -2.92240, -0.32895]],
  "lowdin_charge": [-0.027, 0.065, 0.059, -0.048, -0.002, -0.011, 0.015, -0.325, -0.167, -0.193, -0.079, 0.324, 0.101, 0.111, 0.106, 0.168, 0.138, 0.136, 0.087, 0.103, 0.096, 0.135, 0.116, -0.057, -0.478, -0.198, -0.223, -0.036, 0.049, 0.086, 0.081, 0.094, 0.105, 0.128, 0.125, 0.088, 0.087, 0.086, 0.077, 0.076],
  "homo_energy_ha": [-0.44079, -0.43891],
  "gap_ev": [9.5, 4.0],
  "relative_energy_kcal_mol": 0.0,
  "e_lumo_ev": [-2.5, -8.0],
  "total_charge": 1,
  "multiplicity": 2
}


Number 1: total energy -9923.756 eV. Number 2: total energy -19877.338 eV.